Record 1
DFT (ωB97M-V/def2-TZVPD) results for C23H27BrN4O4 in the gas phase.

Summary:
Charge: 0
Frontier orbital gap (eV): 8.1
Largest force on an atom (eV/A): 1.3
Total energy (eV): -108479.509
HOMO level (eV): -8.10
SMILES string: O=C(COc1ccc(Br)cc1)N1CCN(c2ccc([N+](=O)[O-])c(N3CCCCC3)c2)CC1

CARTESIAN COORDINATES (ANGSTROEM)
O 2.650 -1.449 -1.664
C 2.745 -0.432 -1.000
C 3.145 0.889 -1.664
O 4.079 1.666 -0.949
C 5.339 1.176 -0.771
C 5.786 -0.062 -1.220
C 7.092 -0.454 -0.976
C 7.944 0.386 -0.285
Br 9.737 -0.163 0.052
C 7.513 1.622 0.170
C 6.214 2.013 -0.074
N 2.521 -0.411 0.328
C 2.453 0.769 1.166
C 1.361 0.543 2.229
N 0.254 -0.191 1.672
C -0.840 0.431 1.121
C -0.882 1.824 0.923
C -2.014 2.405 0.419
C -3.145 1.656 0.089
N -4.322 2.394 -0.198
O -5.408 1.886 0.029
O -4.191 3.538 -0.606
C -3.110 0.243 0.200
N -4.150 -0.539 -0.218
C -4.354 -1.871 0.305
C -5.856 -2.137 0.418
C -6.533 -1.986 -0.940
C -6.247 -0.592 -1.484
C -4.740 -0.368 -1.532
C -1.954 -0.320 0.750
C 0.609 -1.553 1.318
C 2.111 -1.632 0.990
H 3.509 0.652 -2.671
H 2.256 1.522 -1.762
H 5.136 -0.734 -1.756
H 7.438 -1.414 -1.326
H 8.187 2.271 0.707
H 5.852 2.971 0.264
H 3.421 0.953 1.650
H 2.205 1.638 0.555
H 1.021 1.493 2.637
H 1.761 -0.045 3.061
H -0.039 2.451 1.159
H -2.068 3.476 0.292
H -3.908 -1.940 1.298
H -3.893 -2.628 -0.349
H -6.285 -1.414 1.113
H -6.013 -3.140 0.818
H -7.608 -2.142 -0.842
H -6.144 -2.739 -1.630
H -6.689 0.162 -0.833
H -6.661 -0.475 -2.487
H -4.510 0.621 -1.926
H -4.286 -1.109 -2.212
H -1.922 -1.389 0.873
H 0.371 -2.245 2.136
H 0.047 -1.850 0.431
H 2.302 -2.463 0.311
H 2.714 -1.764 1.893

***

Record 2
DFT (ωB97M-V/def2-TZVPD) results for 2 unconnected molecules or ions with the total composition C3H6O2S.

Summary:
Charge: 0
Frontier orbital gap (eV): 9.2
Largest force on an atom (eV/A): 3.5
Total energy (eV): -18136.712
HOMO level (eV): -10.01

CARTESIAN COORDINATES (ANGSTROEM)
C 0.372 -0.224 -1.337
C -0.424 0.286 -0.435
C 0.118 0.268 0.962
O -0.360 -3.395 0.582
O -0.912 -3.628 -1.817
S -0.122 -3.010 -0.814
H 0.217 -0.208 -2.394
H 1.348 -0.613 -1.063
H -1.464 0.737 -0.746
H 0.894 -0.509 1.121
H -0.656 0.087 1.583
H 0.584 1.165 1.209

***

Record 3
DFT (ωB97M-V/def2-TZVPD) results for a molecular structure, C21H16F5FeNOPSe3Te.

Summary:
Charge: -1
Frontier orbital gap (eV): 6.2
Largest force on an atom (eV/A): 0.5
Total energy (eV): -286171.270
HOMO level (eV): -3.84

CARTESIAN COORDINATES (ANGSTROEM)
Fe -0.307 -0.142 -0.265
O -1.050 1.671 2.294
N 0.010 0.936 1.856
C 0.704 0.472 2.811
C 2.043 -0.081 2.639
C 2.735 -0.338 3.827
C 4.075 -0.672 3.835
C 4.767 -0.715 2.633
C 4.087 -0.477 1.450
C 2.721 -0.203 1.414
P 1.938 0.029 -0.256
C 2.901 -1.220 -1.207
C 3.129 -2.476 -0.644
C 3.774 -3.474 -1.358
C 4.217 -3.231 -2.650
C 3.994 -1.988 -3.221
C 3.334 -0.995 -2.512
C 2.768 1.631 -0.626
C 2.096 2.768 -0.176
C 2.665 4.026 -0.302
C 3.916 4.170 -0.883
C 4.596 3.045 -1.325
C 4.031 1.783 -1.192
H -1.443 2.001 1.456
H 0.366 0.640 3.833
H 2.199 -0.249 4.765
H 4.580 -0.874 4.771
H 5.826 -0.938 2.610
H 4.638 -0.530 0.521
H 2.789 -2.685 0.362
H 3.922 -4.445 -0.902
H 4.718 -4.010 -3.211
H 4.316 -1.790 -4.236
H 3.125 -0.053 -2.997
H 1.116 2.665 0.272
H 2.122 4.895 0.049
H 4.359 5.152 -0.992
H 5.576 3.144 -1.776
H 4.590 0.922 -1.531
Se 0.032 -2.445 0.627
Se -1.937 -1.446 1.284
Te -2.990 0.429 -0.331
Se -1.186 2.058 -0.895
F 0.791 0.240 -2.756
C -0.166 -0.689 -2.245
F 0.501 -1.899 -2.368
C -1.175 -0.754 -3.467
F -2.465 -0.736 -3.124
F -1.014 0.259 -4.332
F -1.021 -1.882 -4.187

***

Record 4
DFT (ωB97M-V/def2-TZVPD) results for 2 unconnected molecules or ions with the total composition C18H18N2.

Summary:
Charge: -1
Frontier orbital gap (alpha / beta) (eV): 2.0 / 5.3
Largest force on an atom (eV/A): 5.7
Total energy (eV): -21934.583
HOMO level (alpha / beta) (eV): 0.65 / -2.66
Multiplicity: 2

CARTESIAN COORDINATES (ANGSTROEM)
C -3.446 -0.916 0.803
C -2.474 1.283 1.304
C -3.574 0.530 1.089
C -2.907 2.658 1.594
C -4.729 1.417 1.119
C -0.262 2.179 1.775
C -0.707 3.442 2.128
C -1.161 1.143 1.381
C -2.081 3.673 2.097
N -4.247 2.719 1.542
H 0.761 1.877 1.629
H 0.112 4.127 2.527
H -0.730 0.141 1.170
H -2.399 4.692 2.379
H -3.720 -1.368 1.693
H -2.434 -1.189 0.487
H -5.584 1.311 0.627
H -4.960 3.449 1.680
H -4.023 -1.208 -0.114
C 3.589 -4.149 -1.996
C 2.802 -0.562 -0.925
C 2.404 -1.747 -1.703
C 3.451 -2.726 -1.518
C 4.236 -2.244 -0.496
C 2.155 0.691 -0.903
C 0.960 0.669 -1.594
C 0.412 -0.496 -2.160
C 1.121 -1.656 -2.258
N 3.795 -0.937 -0.019
H 2.739 1.496 -0.479
H 0.491 1.616 -1.639
H 4.487 -0.470 0.483
H -0.469 -0.210 -2.878
H 5.101 -2.737 -0.076
H 0.631 -2.578 -2.693
H 3.519 -4.456 -2.985
H 2.782 -4.721 -1.574
H 4.357 -4.742 -1.498

***

Record 5
DFT (ωB97M-V/def2-TZVPD) results for 2 unconnected molecules or ions with the total composition C4H7BrNO3P.

Summary:
Charge: 0
Frontier orbital gap (alpha / beta) (eV): 9.5 / 8.3
Largest force on an atom (eV/A): 4.3
Total energy (eV): -91221.123
HOMO level (alpha / beta) (eV): -9.34 / -11.12
Multiplicity: 3

CARTESIAN COORDINATES (ANGSTROEM)
C 0.843 1.525 -2.603
C -1.246 0.679 2.077
C 0.559 -1.972 0.216
C 0.816 1.365 -1.189
N 0.846 1.762 -3.714
O -1.443 -0.396 -0.967
O -0.920 1.368 0.863
O 0.519 -0.626 0.614
P -0.403 0.336 -0.304
Br 2.021 2.203 -0.058
H -0.354 0.253 2.405
H -2.110 -0.060 1.900
H -1.714 1.516 2.648
H -0.595 -2.378 0.224
H 1.213 -2.602 0.742
H 0.983 -1.934 -0.846
H 0.987 -1.038 -2.008

***

Record 6
DFT (ωB97M-V/def2-TZVPD) results for a molecular structure, ClFMg2.

Summary:
Charge: +2
Frontier orbital gap (eV): 5.5
Largest force on an atom (eV/A): 2.5
Total energy (eV): -26112.704
HOMO level (eV): -18.02

CARTESIAN COORDINATES (ANGSTROEM)
Mg -22.388 11.711 12.924
Mg -18.940 12.404 13.395
F -20.496 11.892 12.440
Cl -22.159 14.136 12.919